DFT (ωB97M-V/def2-TZVPD) results for C5H8N2O in the gas phase at a distorted geometry.

The geometry in ORCA input format:
```
! wB97M-V def2-TZVPD RIJCOSX def2/J DEFGRID3
* xyz 0 1
C -1.77735 0.65104 0.89616
C -1.01624 0.09433 -0.29566
O -1.51888 -1.19932 -0.60377
C 0.51980 -0.05173 0.05384
N 0.89901 -1.19757 0.71300
C 1.32789 0.78293 -0.63149
C 2.74148 0.63505 -0.66830
N 3.89754 0.55134 -0.72124
H -1.56818 0.07799 1.80546
H -2.85784 0.58349 0.72778
H -1.51013 1.69660 1.07603
H -1.18476 0.72932 -1.17175
H -1.02643 -1.51437 -1.38008
H 0.27443 -1.99644 0.58014
H 1.86856 -1.49506 0.76285
H 0.93109 1.65242 -1.14298
*
```

For the molar mass, the calculation gives 112.13 g mol⁻¹. The total energy is -10341.668 eV. Its HOMO energy is -8.935 eV. As for the structure (SMILES): C[C@H](O)/C(N)=C/C#N. The calculation puts the relative energy (zero: lowest compared OMol25 entry of this formula, charge and spin) at 1.058 eV.

Atom charges from the Mulliken analysis, given in e for atoms 1 to 8: atom 1 (C): -1.30, atom 2 (C): 0.28, atom 3 (O): -0.61, atom 4 (C): 0.42, atom 5 (N): -0.44, atom 6 (C): -0.26, atom 7 (C): -0.13, atom 8 (N): -0.45

DFT (ωB97M-V/def2-TZVPD) results for C5H8N2O in the gas phase at a distorted geometry.

The geometry in ORCA input format:
```
! wB97M-V def2-TZVPD RIJCOSX def2/J DEFGRID3
* xyz 0 1
C 2.00881 0.92214 0.18281
C 0.61246 0.47316 0.52572
C -0.47308 1.07584 -0.22889
C -1.68802 0.50498 -0.37707
N -2.90301 0.46850 -0.18284
C 0.12214 -0.98851 -0.42258
N -0.45114 -1.86574 0.48196
O 0.69418 -1.29385 -1.43451
H 2.74008 0.31618 0.71662
H 2.16768 1.97498 0.42545
H 2.19546 0.79500 -0.88560
H 0.40884 0.29396 1.57962
H -0.17042 1.68193 -1.07680
H -3.42334 -0.26466 -0.66284
H -0.87187 -1.47366 1.30890
H -0.96875 -2.62024 0.05006
*
```

For the molar mass, the calculation gives 112.13 g mol⁻¹. The total energy is -10339.492 eV. Its HOMO energy is -7.917 eV. As for the structure (SMILES): C[C@@H](C=C=N)C(N)=O. The calculation puts the relative energy (zero: lowest compared OMol25 entry of this formula, charge and spin) at 3.234 eV.

Atom charges from the Mulliken analysis, given in e for atoms 1 to 8: atom 1 (C): -1.41, atom 2 (C): 0.13, atom 3 (C): -0.50, atom 4 (C): 0.43, atom 5 (N): -0.59, atom 6 (C): 0.53, atom 7 (N): -0.44, atom 8 (O): -0.58

DFT (ωB97M-V/def2-TZVPD) results for a molecular structure, C5H8N2O at a distorted geometry.

The geometry in ORCA input format:
```
! wB97M-V def2-TZVPD RIJCOSX def2/J DEFGRID3
* xyz 0 1
C -2.26629 -0.79388 0.58007
C -1.35788 0.19245 0.07892
C -1.26992 1.61175 0.78185
C 1.14827 0.82381 0.07431
C 1.90359 -1.19917 -0.86835
H -1.85704 -0.99318 1.85530
H -3.46744 0.16755 0.73897
H -2.44413 -1.92906 -0.12242
H -1.43268 0.39788 -1.08130
H -1.49908 1.88728 1.97738
H -1.06041 2.49793 0.21798
H 1.31724 1.95516 0.30275
H 2.98074 -1.86131 -0.79809
N -0.09054 0.61198 0.67499
N 1.96308 0.03395 -0.27702
O 0.67605 -1.30669 -1.21965
*
```

For the molar mass, the calculation gives 112.13 g mol⁻¹. The total energy is -10334.073 eV. Its HOMO energy is -8.858 eV. The calculation puts the relative energy (zero: lowest compared OMol25 entry of this formula, charge and spin) at 8.653 eV.

Atom charges from the Mulliken analysis, given in e for atoms 1 to 8: atom 1 (C): -1.01, atom 2 (C): 0.45, atom 3 (C): -0.61, atom 4 (C): 0.07, atom 5 (C): 0.26, atom 6 (H): 0.23, atom 7 (H): 0.21, atom 8 (H): 0.26

Q: Number 1 is which compound?
A: C5H8N2O

Q: Among the records above, which one has the highest HOMO?
A: number 2

Q: Among the records above, which one has the highest HOMO?
A: number 2

Please write out number 1 again, unchanged.
DFT (ωB97M-V/def2-TZVPD) results for C5H8N2O in the gas phase at a distorted geometry.

The geometry in ORCA input format:
```
! wB97M-V def2-TZVPD RIJCOSX def2/J DEFGRID3
* xyz 0 1
C -1.77735 0.65104 0.89616
C -1.01624 0.09433 -0.29566
O -1.51888 -1.19932 -0.60377
C 0.51980 -0.05173 0.05384
N 0.89901 -1.19757 0.71300
C 1.32789 0.78293 -0.63149
C 2.74148 0.63505 -0.66830
N 3.89754 0.55134 -0.72124
H -1.56818 0.07799 1.80546
H -2.85784 0.58349 0.72778
H -1.51013 1.69660 1.07603
H -1.18476 0.72932 -1.17175
H -1.02643 -1.51437 -1.38008
H 0.27443 -1.99644 0.58014
H 1.86856 -1.49506 0.76285
H 0.93109 1.65242 -1.14298
*
```

For the molar mass, the calculation gives 112.13 g mol⁻¹. The total energy is -10341.668 eV. Its HOMO energy is -8.935 eV. As for the structure (SMILES): C[C@H](O)/C(N)=C/C#N. The calculation puts the relative energy (zero: lowest compared OMol25 entry of this formula, charge and spin) at 1.058 eV.

Atom charges from the Mulliken analysis, given in e for atoms 1 to 8: atom 1 (C): -1.30, atom 2 (C): 0.28, atom 3 (O): -0.61, atom 4 (C): 0.42, atom 5 (N): -0.44, atom 6 (C): -0.26, atom 7 (C): -0.13, atom 8 (N): -0.45